{"formula": "C3H4N2O2", "method": "wB97M-V/def2-TZVPD", "e_tot_ha": -376.4645, "homo_lumo_gap_ha": [0.3433, 0.3433], "e_lumo_ev": [0.243, 0.243], "relative_energy_kj_mol": 785.87, "symbols": ["H", "O", "C", "H", "H", "N", "C", "O", "H", "N", "C"], "positions_angstrom": [[-2.535, -0.399, -0.542], [-1.647, 1.477, 0.764], [0.293, 0.846, -0.123], [2.005, 0.043, 0.278], [2.304, 1.660, -0.505], [-0.997, 0.797, -0.033], [1.579, 0.894, -0.144], [-1.671, -0.059, -0.939], [-0.590, -1.628, -0.381], [1.087, -1.892, 1.166], [0.173, -1.738, 0.459]], "forces_ev_per_angstrom": [[1.5, 1.3, 0.0], [-1.2, -0.1, 0.7], [-2.7, 0.1, -1.0], [1.1, -1.2, 1.1], [-1.2, -0.5, -0.1], [2.5, 0.7, 0.1], [0.6, 1.3, -0.5], [-0.8, -0.6, -0.4], [1.3, -0.2, 1.7], [-2.0, 0.2, -1.2], [0.9, -0.8, -0.3]]}

{"formula": "C3H4N2O2", "method": "wB97M-V/def2-TZVPD", "e_tot_ha": -376.6184, "homo_lumo_gap_ha": 0.3130, "e_lumo_ev": 0.577, "relative_energy_kj_mol": 381.69, "symbols": ["H", "H", "C", "H", "C", "H", "N", "C", "O", "O", "N"], "positions_angstrom": [[1.445, 2.077, 0.028], [-2.500, -1.449, 0.063], [-0.593, 1.211, 0.064], [1.866, -1.828, 0.058], [-1.083, 0.007, 0.160], [-0.872, 2.311, -0.084], [2.320, -0.776, -0.032], [1.159, -0.187, -0.097], [-2.330, -0.540, -0.143], [-0.015, -0.756, 0.107], [0.811, 1.216, -0.046]], "forces_ev_per_angstrom": [[-1.5, -2.4, -0.2], [0.7, -0.8, 0.6], [0.2, 6.9, -0.4], [2.3, 2.7, -0.3], [-2.4, -0.2, -1.2], [-1.0, -2.2, 0.5], [-3.9, -2.5, -0.3], [2.7, 3.2, 1.6], [1.3, 2.3, 0.1], [0.4, -5.5, -0.2], [1.4, -1.6, -0.2]]}

{"formula": "C3H4N2O2", "method": "wB97M-V/def2-TZVPD", "e_tot_ha": -376.5484, "homo_lumo_gap_ha": 0.2958, "e_lumo_ev": 0.654, "relative_energy_kj_mol": 565.40, "symbols": ["H", "O", "H", "O", "C", "C", "N", "N", "H", "C", "H"], "positions_angstrom": [[-2.649, -0.734, -1.115], [-2.379, -1.174, -0.335], [0.044, 2.383, 0.295], [2.095, -1.307, 0.149], [0.946, -0.680, 0.021], [-0.139, 1.392, 0.076], [1.020, 0.647, -0.037], [-1.244, 0.771, 0.130], [1.784, 1.311, 0.007], [-1.599, -0.410, 0.417], [2.121, -2.200, 0.391]], "forces_ev_per_angstrom": [[-0.4, 0.9, -1.9], [0.6, -0.3, 1.6], [-0.3, 2.2, 0.1], [1.9, 3.5, -0.1], [-1.1, -1.0, -0.4], [-1.1, -2.6, -0.3], [1.0, -0.1, 0.2], [-0.7, 2.0, -0.3], [1.1, -0.9, 0.0], [0.1, -1.6, 1.0], [-1.0, -2.0, 0.1]]}

{"formula": "C3H4N2O2", "method": "wB97M-V/def2-TZVPD", "e_tot_ha": -376.5597, "homo_lumo_gap_ha": 0.3512, "e_lumo_ev": 0.237, "relative_energy_kj_mol": 535.83, "symbols": ["C", "O", "H", "O", "N", "C", "H", "H", "H", "N", "C"], "positions_angstrom": [[1.494, 0.062, -0.136], [-1.718, 2.001, 0.041], [1.829, 0.957, 0.320], [-3.123, -1.200, -0.083], [-0.840, -0.804, 0.047], [-2.123, -0.248, -0.019], [-2.857, -1.913, -0.715], [-0.938, 1.863, -0.377], [2.227, -0.287, -0.890], [-2.528, 0.909, 0.118], [0.264, -0.310, -0.122]], "forces_ev_per_angstrom": [[2.0, 0.0, -1.8], [-3.4, 1.2, 2.7], [0.0, 0.5, 1.1], [0.8, -0.5, -0.6], [0.2, 0.8, 0.4], [0.0, -3.0, -0.8], [-0.1, 0.9, 0.9], [3.9, -1.3, -2.1], [-0.8, 0.0, 0.3], [-1.2, 2.0, -0.4], [-1.5, -0.6, 0.3]]}

{"formula": "C3H4N2O2", "method": "wB97M-V/def2-TZVPD", "e_tot_ha": -376.4947, "homo_lumo_gap_ha": 0.3609, "e_lumo_ev": 0.117, "relative_energy_kj_mol": 706.63, "symbols": ["N", "N", "C", "H", "C", "C", "O", "H", "H", "H", "O"], "positions_angstrom": [[1.324, -0.770, -0.225], [-0.959, 1.147, 0.274], [-1.051, -1.036, -0.081], [2.157, 0.905, -1.088], [0.317, 1.395, 0.367], [1.430, 0.573, -0.399], [0.367, -1.238, 0.668], [-1.525, -0.947, 0.956], [-0.934, -1.883, -0.778], [0.562, 2.035, 1.203], [-1.241, 0.194, -0.662]], "forces_ev_per_angstrom": [[1.8, 3.4, -0.8], [2.4, 1.8, 1.4], [1.7, 0.2, 3.6], [0.6, 0.5, -0.5], [-0.5, -1.4, -0.9], [-4.2, -4.3, 2.8], [-0.9, 1.9, -2.1], [-0.5, -1.4, -1.7], [-1.3, 0.7, 0.2], [0.2, 0.5, -0.2], [0.9, -1.8, -1.9]]}

{"formula": "C3H4N2O2", "method": "wB97M-V/def2-TZVPD", "e_tot_ha": -376.6986, "homo_lumo_gap_ha": 0.3534, "e_lumo_ev": -0.808, "relative_energy_kj_mol": 171.22, "symbols": ["N", "C", "H", "N", "C", "H", "O", "C", "H", "H", "O"], "positions_angstrom": [[0.636, 1.476, 0.007], [-1.952, 0.232, -0.004], [-1.855, 1.328, -0.003], [-0.726, -0.417, 0.009], [0.510, 0.214, 0.004], [1.476, -1.820, 0.034], [2.825, -0.308, -0.017], [1.697, -0.731, 0.007], [1.638, 1.693, 0.003], [-0.781, -1.431, 0.017], [-2.997, -0.376, -0.009]], "forces_ev_per_angstrom": [[0.2, -0.4, 0.0], [-0.3, -0.2, 0.0], [-0.1, -0.2, 0.0], [-0.1, -0.2, 0.0], [-0.1, 0.4, 0.1], [0.1, 0.2, 0.0], [-0.7, -0.3, 0.0], [0.6, 0.2, 0.0], [-0.2, 0.0, 0.0], [0.1, 0.2, 0.0], [0.5, 0.3, 0.0]]}

{"formula": "C3H4N2O2", "method": "wB97M-V/def2-TZVPD", "e_tot_ha": -376.5724, "homo_lumo_gap_ha": 0.3216, "e_lumo_ev": -0.985, "relative_energy_kj_mol": 502.54, "symbols": ["O", "H", "N", "O", "C", "C", "N", "C", "H", "H", "H"], "positions_angstrom": [[0.750, 0.502, -1.110], [0.835, -0.917, 1.444], [-1.532, -0.163, -0.377], [2.731, -0.640, -0.672], [1.588, -0.376, -0.464], [-0.231, 0.281, -0.054], [0.627, -0.781, 0.463], [-0.669, 1.499, 0.659], [-0.495, 1.332, 1.740], [-1.583, -1.155, -0.587], [-2.020, 0.419, -1.042]], "forces_ev_per_angstrom": [[0.1, 0.0, -0.1], [0.0, 0.1, -0.1], [0.0, 0.1, -0.2], [-0.6, 0.1, 0.1], [0.7, -0.2, -0.1], [-0.2, 0.1, 0.1], [0.1, 0.0, 0.1], [0.1, -0.2, 0.1], [-0.3, -0.1, -0.1], [-0.1, 0.1, 0.2], [0.1, 0.0, 0.1]]}

{"formula": "C3H4N2O2", "method": "wB97M-V/def2-TZVPD", "e_tot_ha": -376.5576, "homo_lumo_gap_ha": [0.2819, 0.2817], "e_lumo_ev": [0.146, 0.143], "relative_energy_kj_mol": 541.28, "symbols": ["H", "H", "N", "O", "H", "N", "H", "C", "O", "C", "C"], "positions_angstrom": [[0.746, -1.106, 2.157], [-1.467, 0.071, 0.896], [-0.591, 0.362, -1.899], [-2.443, -1.014, -1.396], [-0.644, 0.688, -2.844], [0.492, 0.858, -1.187], [1.471, 0.491, 0.513], [-1.396, -0.476, -1.399], [-0.137, -1.104, 1.764], [0.522, 0.484, 0.015], [-0.488, -0.193, 0.743]], "forces_ev_per_angstrom": [[0.0, 0.5, -0.8], [-2.0, 1.2, 0.1], [1.0, 2.2, -0.4], [-0.1, 0.4, -1.1], [0.0, 0.0, -0.5], [0.7, 0.8, -2.7], [0.8, 0.7, 0.1], [-1.1, -2.7, 3.9], [-0.8, 0.1, -0.3], [-0.7, -1.3, 2.8], [2.3, -2.0, -1.0]]}

{"formula": "C3H4N2O2", "method": "wB97M-V/def2-TZVPD", "e_tot_ha": -376.6517, "homo_lumo_gap_ha": 0.3387, "e_lumo_ev": -1.298, "relative_energy_kj_mol": 294.26, "symbols": ["O", "O", "H", "C", "H", "H", "C", "H", "N", "N", "C"], "positions_angstrom": [[-1.046, 0.309, 1.574], [-2.538, 0.368, -1.189], [2.151, 1.457, -0.961], [-0.098, 0.125, 0.884], [-3.161, 0.845, -1.727], [-2.522, -0.624, -1.300], [1.500, 0.780, -0.432], [1.952, -1.429, -0.951], [0.561, -1.038, 0.516], [0.585, 1.270, 0.239], [1.452, -0.729, -0.308]], "forces_ev_per_angstrom": [[0.2, -0.9, 0.0], [1.1, -1.5, 0.7], [0.4, -0.4, -0.4], [-0.2, 2.8, 0.3], [-0.4, -0.6, -0.5], [-0.7, 2.0, -0.3], [1.0, -0.2, -0.8], [0.5, -0.3, 0.2], [-0.6, -2.8, 0.3], [-1.6, 1.1, 1.3], [0.2, 0.8, -0.9]]}

{"formula": "C3H4N2O2", "method": "wB97M-V/def2-TZVPD", "e_tot_ha": -376.6047, "homo_lumo_gap_ha": 0.3568, "e_lumo_ev": -0.617, "relative_energy_kj_mol": 417.81, "symbols": ["H", "H", "N", "N", "O", "C", "O", "C", "H", "C", "H"], "positions_angstrom": [[1.041, 2.084, -0.768], [-1.836, -1.755, -0.230], [-0.148, -0.438, 0.051], [-0.932, -2.162, 0.078], [2.179, -0.667, 0.200], [-0.668, 0.851, 0.069], [-1.775, 1.338, 0.085], [1.146, -0.110, 0.123], [-0.471, -2.352, -0.778], [0.714, 1.373, 0.095], [0.749, 1.839, 1.075]], "forces_ev_per_angstrom": [[-0.5, -1.5, 1.6], [0.3, -0.4, 0.2], [-3.9, -5.2, 0.1], [0.6, 4.7, 0.9], [1.0, -1.1, 0.0], [-2.3, 0.7, -0.7], [1.2, -1.1, 0.0], [1.1, 2.0, 0.0], [0.6, -0.7, -1.3], [1.0, 2.3, -0.8], [0.8, 0.3, 0.1]]}

> Number 7 is which compound?

C3H4N2O2

Please write out number 4 again, unchanged.
{"formula": "C3H4N2O2", "method": "wB97M-V/def2-TZVPD", "e_tot_ha": -376.5597, "homo_lumo_gap_ha": 0.3512, "e_lumo_ev": 0.237, "relative_energy_kj_mol": 535.83, "symbols": ["C", "O", "H", "O", "N", "C", "H", "H", "H", "N", "C"], "positions_angstrom": [[1.494, 0.062, -0.136], [-1.718, 2.001, 0.041], [1.829, 0.957, 0.320], [-3.123, -1.200, -0.083], [-0.840, -0.804, 0.047], [-2.123, -0.248, -0.019], [-2.857, -1.913, -0.715], [-0.938, 1.863, -0.377], [2.227, -0.287, -0.890], [-2.528, 0.909, 0.118], [0.264, -0.310, -0.122]], "forces_ev_per_angstrom": [[2.0, 0.0, -1.8], [-3.4, 1.2, 2.7], [0.0, 0.5, 1.1], [0.8, -0.5, -0.6], [0.2, 0.8, 0.4], [0.0, -3.0, -0.8], [-0.1, 0.9, 0.9], [3.9, -1.3, -2.1], [-0.8, 0.0, 0.3], [-1.2, 2.0, -0.4], [-1.5, -0.6, 0.3]]}